No. 1
# C59H43FI2MoN5O6S2

C59H43FI2MoN5O6S2 as an isolated structure in a non-equilibrium geometry (the ωB97M-V functional and the def2-TZVPD basis, OMol25).

Output
gap between HOMO and LUMO (alpha / beta) = 5.185 / 5.132 eV
spin multiplicity = 3
net charge = -1
highest occupied orbital energy (alpha / beta) = -0.154 / -0.154 Ha

Each line ends with the Löwdin charge.
Geometry (Å):
Mo 0.03425 0.38586 -0.57240  1.857
C 7.80219 6.04542 -3.54883  -0.068
O 6.47851 5.89729 -4.06496  -0.080
C 5.65664 5.23012 -3.23082  -0.304
C 5.93089 4.78434 -1.94877  -0.018
C 4.95330 3.96954 -1.34091  -0.018
C 3.76158 3.55447 -1.93395  -0.216
C 3.45404 4.13591 -3.15423  -0.028
C 4.37692 4.95945 -3.76168  0.012
C 2.80399 2.58014 -1.29915  -0.060
C 1.63359 3.13341 -0.68793  -0.244
C 1.35992 4.52305 -0.61661  0.008
C 0.14784 4.63776 0.03602  -0.001
C -0.23580 3.34899 0.40993  -0.232
N 0.69715 2.41822 -0.04431  0.010
C -1.26999 2.99848 1.30641  -0.033
C -1.36840 1.73671 1.88568  -0.259
C -2.12320 1.48520 2.99677  -0.035
C -1.96562 0.21733 3.38376  0.000
C -1.09347 -0.34310 2.44647  -0.234
C -0.72588 -1.73293 2.40373  -0.067
C -1.22368 -2.56200 3.51108  -0.191
C -0.83356 -2.36256 4.82739  -0.036
C -1.32967 -3.14453 5.84631  -0.038
C -2.17540 -4.19091 5.60111  -0.284
O -2.72015 -4.93729 6.60814  -0.093
C -2.31827 -4.72659 7.94829  -0.094
C -2.65937 -4.36564 4.29821  0.009
C -2.23272 -3.53901 3.27938  -0.014
C 0.06417 -2.22040 1.42093  -0.218
N 0.64049 -1.58706 0.27979  -0.014
C 1.32021 -2.51807 -0.43498  -0.247
C 2.22777 -2.24144 -1.48473  -0.060
C 2.89492 -3.38068 -2.17015  -0.228
C 2.65508 -3.68706 -3.49135  -0.006
C 3.35570 -4.71524 -4.15081  0.008
C 4.21287 -5.53307 -3.45284  -0.286
O 4.83609 -6.61452 -4.05190  -0.100
C 5.03963 -7.74378 -3.22990  -0.111
C 4.46377 -5.23007 -2.10737  -0.015
C 3.79211 -4.18713 -1.48552  -0.030
C 2.75714 -0.91768 -1.62740  -0.241
C 3.87586 -0.54549 -2.47760  0.018
C 4.12719 0.77442 -2.31382  0.024
C 3.06630 1.24963 -1.45022  -0.190
N 2.24069 0.14510 -1.00666  0.009
C 1.07811 -3.76936 0.16895  -0.015
C 0.43391 -3.59326 1.32156  0.007
N -0.64166 0.57794 1.57794  0.041
C -2.33548 3.97301 1.68825  -0.174
C -3.66105 3.55411 1.43352  -0.022
C -4.78140 4.25962 1.78403  0.028
C -4.62714 5.57868 2.31505  -0.259
O -5.82102 6.18964 2.56115  -0.092
C -5.76874 7.52166 2.92231  -0.122
C -3.32953 6.00433 2.62792  -0.014
C -2.19352 5.22730 2.28059  -0.017
H 8.36763 6.42149 -4.39812  0.094
H 8.17014 5.05744 -3.31310  0.092
H 7.78005 6.73432 -2.75305  0.079
H 6.87581 4.98110 -1.41361  0.112
H 5.18853 3.56118 -0.38073  0.111
H 2.55101 3.93205 -3.65844  0.061
H 4.10588 5.41859 -4.67603  0.105
H 1.91459 5.35698 -1.06712  0.118
H -0.37526 5.52493 0.25115  0.092
H -2.68859 2.27072 3.52350  0.140
H -2.43901 -0.25842 4.25900  0.135
H -0.10338 -1.59850 5.04355  0.123
H -0.91376 -3.00605 6.87546  0.115
H -2.76158 -5.54136 8.53441  0.092
H -2.68203 -3.77074 8.28643  0.086
H -1.21697 -4.78985 8.04225  0.094
H -3.42824 -5.10473 4.11652  0.119
H -2.78900 -3.61848 2.35734  0.042
H 1.98367 -3.05630 -4.05515  0.121
H 3.14696 -4.91193 -5.17019  0.104
H 4.98895 -8.68209 -3.75507  0.074
H 4.27740 -7.79968 -2.38385  0.112
H 6.06130 -7.63983 -2.75914  0.099
H 5.18423 -5.87746 -1.58236  0.111
H 3.93358 -3.96492 -0.43576  0.123
H 4.33098 -1.25936 -3.15108  0.111
H 4.91295 1.34041 -2.73276  0.105
H 1.58761 -4.67987 -0.06846  0.106
H 0.19636 -4.32841 2.09301  0.128
H -3.77865 2.59403 0.96645  0.100
H -5.75105 3.80628 1.59631  0.125
H -6.79801 7.97298 2.73047  0.113
H -4.99486 8.06633 2.36327  0.087
H -5.49788 7.59829 3.99161  0.095
H -3.19128 6.97062 3.03773  0.082
H -1.19746 5.57772 2.44965  0.103
I 0.38783 2.28718 -5.34165  0.950
C -0.59829 0.59871 -4.71593  -0.669
C -1.54340 -0.01415 -5.55514  -0.266
C -2.31771 -1.03747 -5.11660  -0.682
I -3.75874 -1.66882 -6.46233  0.898
C -2.26568 -1.50720 -3.77117  -0.201
C -3.07231 -2.52865 -3.20482  -0.024
C -2.97135 -2.82124 -1.89954  -0.040
C -2.03883 -2.11515 -1.11456  -0.114
N -1.27613 -1.15603 -1.58585  0.025
C -1.39283 -0.86085 -2.92690  -0.141
C -0.54443 0.20713 -3.38521  -0.410
O 0.27131 0.73776 -2.53618  -0.262
H -1.55705 0.36317 -6.56663  0.065
H -3.71965 -3.00174 -3.91800  0.059
H -3.61959 -3.59488 -1.49041  0.085
H -1.87673 -2.35868 -0.10178  0.086
F -1.61452 1.31409 -0.88892  -0.424
C -6.32673 -2.26419 3.38786  -0.171
O -5.58337 -1.32190 2.60734  -0.283
C -5.06523 -1.79344 1.43843  -1.355
S -5.05493 -3.46642 1.15602  0.514
S -4.49823 -0.53694 0.46855  0.545
H -5.74850 -3.05633 3.85530  0.056
H -7.06498 -2.74809 2.74634  0.055
H -6.83866 -1.66166 4.12681  0.077


No. 2
# C59H50I2O5P2S3Ta

C59H50I2O5P2S3Ta as an isolated structure in a non-equilibrium geometry (the ωB97M-V functional and the def2-TZVPD basis, OMol25).

Output
gap between HOMO and LUMO = 6.528 eV
net charge = +3
highest occupied orbital energy = -0.554 Ha

Each line ends with the Löwdin charge.
Geometry (Å):
Ta 0.27990 -0.70524 -0.45312  1.518
O -0.76840 -3.34304 1.35706  -0.097
C 0.21889 -3.99002 2.08244  -0.293
C 0.21554 -5.34960 2.37011  -0.045
C 1.28700 -5.89720 3.09359  -0.008
C 2.32393 -5.06915 3.56250  -0.035
C 2.32409 -3.74305 3.22376  -0.064
C 1.29896 -3.20035 2.47826  -0.308
P 1.36769 -1.50251 1.94053  1.083
C 3.18948 -1.29162 1.75161  -0.370
C 3.97876 -0.64545 2.67310  -0.081
C 5.35593 -0.52852 2.42051  -0.044
C 5.91524 -1.01096 1.24458  -0.042
C 5.09177 -1.64178 0.30023  -0.052
C 3.75401 -1.80785 0.56459  -0.115
C 0.79480 -0.32211 3.21884  -0.332
C 0.36774 -0.82816 4.43592  -0.081
C 0.10608 0.01603 5.47673  -0.065
C 0.27470 1.37811 5.35588  -0.045
C 0.72423 1.92770 4.15188  -0.052
C 0.92589 1.06517 3.06451  -0.093
C -2.04142 -3.85938 1.23528  -0.273
C -2.63843 -4.59953 2.24134  -0.001
C -3.91405 -5.17307 2.03700  -0.016
C -4.56521 -4.98423 0.82414  -0.040
C -4.01145 -4.11061 -0.10658  -0.068
C -2.76825 -3.52044 0.09578  -0.271
P -2.33306 -2.00098 -0.84351  1.086
C -3.73201 -0.89174 -0.35318  -0.331
C -4.91021 -0.74219 -1.07892  -0.089
C -5.94891 0.07007 -0.62875  -0.073
C -5.86389 0.64077 0.63056  -0.064
C -4.72615 0.42295 1.40711  -0.072
C -3.66604 -0.30107 0.90779  -0.100
C -2.68544 -2.36277 -2.59187  -0.413
C -2.97818 -1.28266 -3.42362  -0.171
C -3.16421 -1.45068 -4.79920  -0.031
C -3.02431 -2.73381 -5.34379  -0.042
C -2.75219 -3.79863 -4.52614  -0.043
C -2.60973 -3.64897 -3.13645  -0.073
H -0.58890 -6.01661 2.09960  0.119
H 1.27465 -6.97702 3.30919  0.132
H 3.11669 -5.42898 4.15586  0.108
H 3.16075 -3.09673 3.53932  0.129
H 3.57453 -0.11956 3.53164  0.119
H 6.02004 -0.07446 3.15813  0.121
H 6.98539 -0.93920 1.08664  0.118
H 5.55818 -2.05567 -0.58164  0.117
H 3.11245 -2.37297 -0.11997  0.056
H 0.26227 -1.91438 4.57553  0.121
H -0.26732 -0.38899 6.39215  0.116
H 0.05769 1.98613 6.21998  0.118
H 0.91705 2.96401 4.06609  0.096
H 1.26310 1.50608 2.15956  0.048
H -2.15761 -4.77006 3.20688  0.132
H -4.39090 -5.73626 2.84592  0.129
H -5.55837 -5.37318 0.68406  0.118
H -4.61554 -3.82789 -0.93550  0.108
H -5.04549 -1.22961 -2.04583  0.113
H -6.83159 0.25449 -1.23413  0.122
H -6.66904 1.22409 1.04862  0.118
H -4.67594 0.81148 2.41966  0.114
H -2.76701 -0.35715 1.51572  0.102
H -3.06853 -0.29871 -2.95570  0.103
H -3.37154 -0.59063 -5.39776  0.107
H -3.12077 -2.86571 -6.42251  0.128
H -2.63218 -4.77496 -4.97051  0.122
H -2.45593 -4.50048 -2.49053  0.107
O -0.36916 -0.58529 -2.62489  -0.299
H -1.03991 -0.97376 -3.23828  0.049
H 0.17234 0.10331 -3.07107  0.104
I 1.16270 -3.15315 -2.45324  0.378
I 1.31359 -5.52425 -1.27569  0.279
O -0.71837 0.60758 -0.05878  -0.415
C -1.96354 4.07264 -0.88320  -0.238
C -0.60080 4.34483 -1.14546  -0.492
C 0.25863 3.78818 -2.10195  -0.104
C 1.56305 4.26950 -2.00416  -0.121
C 1.66587 5.21798 -0.98597  -0.367
S 0.23290 5.52891 -0.21505  1.126
C -2.41280 4.15839 0.44597  -0.470
C -3.77325 4.19645 0.80784  -0.070
C -3.97175 3.99047 2.17627  -0.121
C -2.77145 3.78463 2.84875  -0.323
S -1.41043 3.91982 1.83605  1.069
C -2.82684 3.45793 -1.80350  -0.441
C -3.93030 2.66088 -1.56232  -0.069
C -4.61083 2.32767 -2.74472  -0.128
C -3.90584 2.72809 -3.85452  -0.348
S -2.51391 3.63785 -3.50299  1.148
H -0.08294 3.02058 -2.79965  0.087
H 2.39722 3.94857 -2.61171  0.117
H 2.56960 5.71892 -0.66412  0.094
H -4.58048 4.40376 0.12487  0.135
H -4.92211 4.03309 2.69029  0.124
H -2.66955 3.62374 3.91151  0.087
H -4.24650 2.31143 -0.57747  0.103
H -5.57606 1.87685 -2.78331  0.107
H -4.20639 2.58959 -4.89070  0.092
C 7.15247 4.09458 -1.80046  -0.011
C 5.85661 3.32984 -1.71701  -0.201
C 5.44141 2.36792 -2.65556  0.016
C 4.38009 1.48003 -2.46030  -0.167
C 4.15544 0.49084 -3.60372  -0.010
C 3.59065 1.54814 -1.30623  -0.075
C 3.89767 2.57492 -0.38672  -0.173
C 3.17640 2.74690 0.94434  -0.028
C 5.00274 3.41921 -0.59919  0.009
C 2.50879 0.65516 -0.94878  -0.471
O 1.82318 0.00224 -1.80708  -0.200
O 1.95132 0.51342 0.20155  -0.220
H 7.83025 3.75081 -1.01799  0.102
H 6.96024 5.15770 -1.63660  0.097
H 7.65116 3.95729 -2.72829  0.074
H 6.03260 2.26093 -3.54207  0.121
H 5.13284 0.19872 -4.04119  0.105
H 3.58307 0.97130 -4.38759  0.092
H 3.64194 -0.38383 -3.29508  0.043
H 3.37688 1.92498 1.60088  0.063
H 2.07358 2.82700 0.84728  0.078
H 3.55559 3.63749 1.45283  0.094
H 5.21317 4.16868 0.17727  0.131


Energy relative to the best compared isomer or geometry (same formula, charge and spin), record by record: 1.408, 0.000 eV